Entry 1:
DFT (wB97M-V/def2-TZVPD) results for a 8-piece molecular cluster, C22H57N7O10 overall in a non-equilibrium geometry.

The total energy is -54575.7757 eV. As for the maximum force: 2.6 eV Å⁻¹. As for the net charge: +6. The gap between HOMO and LUMO comes out at 8.899 eV.

Each line ends with the Löwdin charge.
Element x y z (Å)
C1 -0.547 -0.930 -4.729  0.05
C2 -1.396 0.280 -4.907  -0.39
O1 -2.426 0.356 -5.460  0.21
N1 -0.957 1.496 -4.060  0.10
H1 -0.535 1.100 -3.199  0.12
H2 -0.235 2.034 -4.546  0.18
C3 -2.180 2.393 -3.777  0.06
H3 0.471 -0.671 -4.431  0.07
H4 -0.501 -1.594 -5.586  0.12
H5 -0.966 -1.441 -3.855  0.11
H6 -3.001 1.740 -3.518  0.07
H7 -2.308 2.964 -4.686  0.13
H8 -1.918 2.883 -2.844  0.08
C4 3.252 -0.020 -3.055  0.02
C5 4.667 -0.204 -3.577  -0.39
O2 5.140 -1.256 -3.796  0.23
N2 5.563 0.993 -3.908  0.09
H9 5.181 1.848 -3.496  0.17
H10 6.423 0.827 -3.372  0.19
C6 5.801 1.128 -5.420  0.07
H11 3.152 0.330 -2.022  0.08
H12 2.884 -1.034 -2.894  0.10
H13 2.652 0.527 -3.779  0.08
H14 6.136 2.148 -5.589  0.12
H15 4.982 0.793 -6.042  0.11
H16 6.685 0.508 -5.556  0.12
C7 0.423 -4.022 1.454  0.04
C8 -0.225 -3.619 2.724  -0.40
O3 0.282 -3.133 3.673  0.19
N3 -1.730 -3.804 2.768  0.12
H17 -2.089 -4.465 2.073  0.19
H18 -1.976 -4.222 3.676  0.20
C9 -2.477 -2.505 2.531  0.03
H19 -0.105 -3.757 0.540  0.10
H20 0.424 -5.124 1.529  0.14
H21 1.449 -3.695 1.390  0.08
H22 -1.937 -1.622 2.853  0.08
H23 -3.360 -2.553 3.170  0.11
H24 -2.719 -2.478 1.479  0.07
C10 -2.489 1.578 1.791  0.04
C11 -2.343 1.193 3.252  -0.41
O4 -1.324 0.973 3.786  0.21
N4 -3.636 1.368 4.045  0.10
H25 -4.414 0.810 3.684  0.19
H26 -3.451 1.006 4.993  0.20
C12 -4.088 2.809 4.190  0.05
H27 -1.576 1.174 1.347  0.08
H28 -2.426 2.669 1.739  0.11
H29 -3.341 1.239 1.209  0.08
H30 -4.673 3.096 3.323  0.11
H31 -3.247 3.465 4.401  0.12
H32 -4.730 2.869 5.070  0.13
C13 -6.072 0.984 -1.263  0.05
C14 -4.824 0.230 -1.558  -0.39
O5 -3.690 0.566 -1.404  0.14
N5 -5.068 -1.208 -1.989  0.09
H33 -6.048 -1.282 -2.299  0.19
H34 -4.558 -1.441 -2.850  0.20
C15 -4.830 -2.233 -0.896  0.05
H35 -5.822 2.012 -0.994  0.11
H36 -6.584 0.553 -0.400  0.12
H37 -6.698 1.120 -2.150  0.13
H38 -5.105 -3.201 -1.314  0.12
H39 -5.490 -1.958 -0.083  0.11
H40 -3.751 -2.255 -0.751  0.09
C16 1.815 3.655 2.081  0.06
C17 1.990 3.242 0.648  -0.40
O6 2.766 2.412 0.316  0.17
N6 1.412 4.093 -0.448  0.12
H41 0.711 4.763 -0.115  0.19
H42 2.150 4.650 -0.897  0.21
C18 0.731 3.228 -1.493  0.01
H43 1.843 4.742 2.189  0.12
H44 2.575 3.163 2.676  0.11
H45 0.859 3.298 2.481  0.10
H46 0.210 3.925 -2.150  0.11
H47 -0.041 2.599 -1.056  0.08
H48 1.488 2.671 -2.028  0.09
C19 4.989 -3.030 5.748  0.05
C20 4.988 -3.121 4.253  -0.37
O7 5.078 -4.094 3.604  0.22
N7 4.639 -1.798 3.491  0.09
H49 4.404 -1.101 4.201  0.17
H50 5.507 -1.463 3.058  0.19
C21 3.553 -2.019 2.471  0.01
H51 4.846 -4.012 6.190  0.12
H52 4.140 -2.435 6.097  0.10
H53 5.955 -2.619 6.051  0.12
H54 3.569 -1.184 1.782  0.09
H55 2.584 -2.106 2.952  0.08
H56 3.797 -2.982 2.029  0.10
O8 1.035 -0.781 0.597  0.03
C22 -0.044 -0.667 -0.295  -0.76
O9 -1.078 -1.302 -0.014  -0.04
O10 0.138 0.099 -1.300  -0.09
H57 1.689 -0.163 0.245  0.07

Force components x, y, z for each atom (eV/Å):
0.8 0.3 0.6
0.0 -1.1 -0.3
-0.3 0.4 -0.2
-0.6 -0.1 0.5
-0.2 0.1 0.1
-0.1 -0.1 -0.1
1.5 -1.0 0.5
0.0 0.0 -0.1
-0.4 0.1 -0.1
0.0 -0.2 -0.1
-0.2 0.0 -0.5
-0.5 0.4 0.3
-0.1 0.8 -0.4
0.4 -0.5 0.4
-0.4 -0.5 0.2
0.4 -0.2 -0.1
-1.2 0.3 0.5
-0.1 0.1 -0.3
0.3 -0.1 -0.6
1.8 -0.1 0.7
0.4 0.9 -0.3
-0.1 -0.1 -0.7
-0.1 0.1 0.2
-0.4 0.1 -0.2
-0.3 0.1 0.3
-0.2 -0.2 -0.5
-0.4 -1.2 0.1
1.1 0.9 -0.8
-0.4 0.0 0.3
-0.7 -0.1 0.1
0.4 -0.1 0.0
0.1 0.3 0.1
-0.6 -0.4 0.7
-0.3 0.2 0.2
0.2 0.1 -0.3
0.1 0.2 0.2
0.6 -0.3 -0.2
-0.2 -0.1 -0.3
0.1 0.3 -0.1
1.0 -0.3 0.2
-1.1 1.3 -1.8
0.1 -0.5 0.9
0.3 -0.3 1.3
0.1 0.0 -0.2
0.0 0.1 -0.1
-0.4 0.3 0.5
-0.2 0.0 -0.3
-0.2 0.0 0.1
-0.2 -0.1 0.4
0.2 0.1 -0.1
0.2 -0.1 -0.3
-0.1 -0.2 -0.1
0.3 0.9 -0.1
0.5 0.3 0.6
-0.5 -0.3 -0.4
-1.1 -0.3 -0.9
0.0 0.0 0.2
0.4 0.1 0.3
0.3 -0.1 -1.2
0.3 -0.1 0.1
-0.4 -0.3 -0.3
-0.3 -0.6 0.1
-0.3 0.0 0.1
0.3 -0.1 0.3
-0.1 0.3 0.6
-1.0 0.0 -0.3
1.9 0.4 1.7
-0.4 -0.6 -0.9
-1.3 -0.1 -0.6
0.2 0.0 0.3
0.1 -0.1 0.2
-0.3 0.9 -0.4
0.1 0.0 0.1
0.3 0.1 -0.1
-0.1 0.2 -0.1
0.3 0.0 -0.2
0.4 -0.3 0.4
0.0 -0.2 0.1
-0.1 0.4 -0.3
-0.7 -1.4 1.2
0.2 0.2 -0.7
0.1 0.4 0.4
-0.1 0.0 -0.2
-0.1 -0.2 -0.1
0.5 -0.2 0.4
0.3 -0.2 -0.3
0.3 0.4 0.0
-0.2 0.1 0.3
0.0 -0.1 -0.2
0.1 0.2 0.3
0.0 0.2 -0.4
-0.6 0.2 -0.5
-0.9 0.2 -0.8
0.8 0.2 0.3
0.3 -0.1 0.7
0.1 -0.1 0.0


Entry 2:
DFT (wB97M-V/def2-TZVPD) results for one molecule with the formula C3H4N2O.

The total energy is -8198.4161 eV. As for the maximum force: 0.4 eV Å⁻¹. The gap between HOMO and LUMO comes out at 8.564 eV.

Each line ends with the natural charge from an NBO analysis.
Element x y z (Å)
O1 1.380 -0.781 -0.273  -0.60
C1 0.977 0.600 0.552  -0.14
C2 0.121 -0.560 0.801  0.16
N1 -1.109 -0.381 0.244  -0.46
N2 -1.124 0.768 -0.545  -0.22
C3 0.042 1.301 -0.395  -0.05
H1 0.945 -0.751 -1.144  0.48
H2 0.269 -1.339 1.540  0.22
H3 -1.820 -1.075 0.071  0.41
H4 0.245 2.247 -0.888  0.21

Force components x, y, z for each atom (eV/Å):
0.0 -0.1 -0.3
-0.3 -0.1 0.0
-0.2 0.0 0.2
0.0 -0.2 0.1
0.4 0.1 0.1
-0.2 0.1 -0.2
0.1 0.0 0.1
0.0 0.1 -0.1
0.1 0.1 0.0
0.0 -0.1 0.1


The following HOMO energy values (in eV) correspond, in order, to the records above: -22.585, -8.231.